# 1
A structure of composition C28H22BrCl5N6O2Pt at a distorted geometry. Source: the OMol25 dataset; level of theory: ωB97M-V/def2-TZVPD.

Geometry as XYZ:
```
65
Properties=species:S:1:pos:R:3:forces:R:3
Pt 0.1613 -0.4435 0.1251 -0.11 0.04 0.12
Cl -1.9398 4.5391 5.3046 0.00 0.01 0.00
C -1.1839 3.4767 4.1789 0.00 -0.01 0.01
C -1.8567 3.0514 3.0410 0.00 0.01 0.00
Cl -3.4562 3.6226 2.7456 0.00 0.00 0.00
C -1.2582 2.1754 2.1366 0.07 0.01 -0.02
Cl -2.1057 1.7727 0.6854 0.00 -0.02 -0.01
C 0.0357 1.6595 2.3588 -0.08 -0.10 0.04
O 0.6769 0.7964 1.6263 0.08 0.20 -0.14
C 0.7105 2.1493 3.5041 -0.03 -0.05 0.03
Cl 2.3193 1.5864 3.7632 0.00 -0.01 0.01
C 0.1197 3.0292 4.3936 0.00 0.01 -0.01
Cl 0.9901 3.5703 5.7759 0.00 0.00 0.01
Br 10.3992 -2.1772 -5.3037 -0.01 0.00 0.01
C 8.5997 -1.5887 -5.3269 0.01 0.02 -0.02
C 8.3277 -0.2301 -5.4118 0.04 0.00 0.01
C 7.0146 0.1948 -5.4250 -0.13 -0.04 0.01
C 5.9632 -0.7281 -5.3474 0.26 -0.12 -1.34
C 6.2600 -2.0950 -5.2689 -0.02 0.03 0.02
C 7.5760 -2.5208 -5.2583 -0.01 -0.01 0.01
N 4.6750 -0.2108 -5.3146 -0.76 0.40 1.60
N 3.7286 -1.0701 -5.3076 1.30 -1.18 0.10
C 2.7610 -1.0578 -4.3463 -0.89 0.92 -0.38
C 1.7947 -2.0654 -4.4646 0.25 0.05 -0.03
C 0.8203 -2.3072 -3.5137 -0.12 -0.02 0.04
C 0.7534 -1.5234 -2.3666 -0.02 0.03 -0.13
O -0.1251 -1.7107 -1.4220 0.01 -0.02 0.10
C 1.6854 -0.4406 -2.2513 0.03 0.05 -0.04
N 1.5303 0.3256 -1.1331 0.10 -0.09 0.03
C 2.2946 1.3770 -0.9349 -0.02 0.03 0.04
C 3.2683 1.7457 -1.8699 -0.03 -0.06 -0.02
C 3.4589 0.9857 -2.9949 0.08 0.08 0.09
C 2.6691 -0.1650 -3.2155 -0.06 -0.02 -0.17
H 9.1386 0.4825 -5.4698 0.00 0.00 0.00
H 6.7729 1.2475 -5.4948 0.01 0.00 0.00
H 5.4520 -2.8110 -5.2189 -0.01 0.02 0.04
H 7.8094 -3.5748 -5.1956 0.00 0.00 0.00
H 1.8601 -2.6880 -5.3477 0.01 -0.04 0.03
H 0.1059 -3.1098 -3.6377 0.02 -0.01 0.00
H 2.1271 1.9192 -0.0138 0.00 0.00 0.00
H 3.8643 2.6287 -1.6897 0.01 -0.01 0.01
H 4.2050 1.2596 -3.7238 -0.01 -0.04 0.00
C -4.6183 -3.0558 0.0095 0.02 0.00 0.00
C -4.1018 -1.8337 -0.7206 0.00 0.01 0.01
N -2.8141 -1.4506 -0.1750 0.02 -0.05 0.02
C -2.3393 -1.7784 1.0460 0.01 0.05 0.02
N -1.1392 -1.3699 1.3896 0.01 -0.15 -0.08
C -0.6455 -1.6496 2.7379 -0.04 0.08 0.03
C -1.1906 -2.9641 3.2552 -0.02 0.02 0.00
C -2.7025 -2.9013 3.1990 0.00 0.01 0.01
N -3.1355 -2.5211 1.8620 0.00 0.00 -0.01
C -4.5192 -2.7890 1.4989 0.00 0.02 0.00
H -4.0039 -3.9240 -0.2382 -0.03 -0.01 -0.01
H -5.6477 -3.2677 -0.2778 -0.01 0.02 0.01
H -4.8156 -1.0098 -0.6147 -0.01 -0.01 -0.02
H -3.9807 -2.0320 -1.7855 0.02 -0.01 0.00
H -2.1457 -0.9921 -0.7741 0.02 0.00 -0.02
H -0.9397 -0.8378 3.4144 0.03 0.01 -0.01
H 0.4412 -1.6499 2.7037 0.00 -0.03 0.00
H -0.8645 -3.1376 4.2808 0.00 0.00 0.00
H -0.8274 -3.7871 2.6358 0.00 0.00 0.00
H -3.0802 -2.1879 3.9409 0.00 0.00 0.00
H -3.1447 -3.8736 3.4234 0.00 0.00 0.00
H -5.1645 -1.9477 1.7803 -0.01 -0.01 0.00
H -4.8453 -3.6566 2.0724 0.02 -0.01 0.00
```
Positions in Å, forces in eV/Å.

Computed properties:
**Molar mass**: 926.77 g/mol
**Total charge**: 0
**Kohn-Sham gap (spin up / spin down)**: 0.2318 / 0.2201 Ha
**Max |F|**: 0.035 Eh/bohr
**LUMO (spin up / spin down)**: -1.1 / -1.1 eV
**E**: -6553.529983 hartree
**Highest occupied orbital energy (spin up / spin down)**: -7.36 / -7.06 eV

natural (NBO) population analysis, charges in e, atoms 1 to 6: atom 1 (Pt): 0.91, atom 2 (Cl): 0.04, atom 3 (C): -0.13, atom 4 (C): -0.05, atom 5 (Cl): 0.05, atom 6 (C): -0.18

---

# 2
A structure of composition C28H22Cl2CoN2O9P3 at a distorted geometry. Source: the OMol25 dataset; level of theory: ωB97M-V/def2-TZVPD.

Geometry as XYZ:
```
67
Properties=species:S:1:pos:R:3:forces:R:3
Co -0.9165 0.1475 -0.4080 1.13 -0.51 0.10
O -3.6472 -2.4310 -0.4660 -0.26 0.17 0.19
P -2.9544 -1.8904 0.8762 0.37 0.69 0.23
O -3.7931 -1.9978 2.0601 -0.38 -0.21 0.16
O -2.4135 -0.4874 0.5573 -0.63 -0.15 0.00
O -1.6377 -2.8464 1.0229 -0.07 -0.08 -0.43
P -0.5252 -3.0805 -0.1131 -0.03 0.44 -0.01
O -1.4077 -3.7621 -1.3188 0.19 0.37 -0.04
O 0.5009 -4.0142 0.3502 0.17 -0.47 0.03
O -0.1029 -1.7319 -0.6692 -0.50 -0.61 -0.36
H -2.9968 -2.8361 -1.0534 0.07 -0.33 -0.15
H -1.2943 -4.7095 -1.2323 -0.10 -0.44 -0.08
Cl -3.3903 4.4601 -0.2920 0.02 -0.16 -0.17
C -3.4858 3.2014 -1.4490 -0.66 0.94 0.10
C -4.4855 3.2330 -2.4184 0.15 0.24 0.24
C -4.6028 2.2248 -3.3479 -0.35 0.25 -0.18
Cl -5.8355 2.3290 -4.5479 0.19 -0.01 0.25
C -3.7205 1.1195 -3.3383 0.87 -0.53 0.32
C -3.7808 0.0236 -4.2210 0.05 0.03 0.14
C -2.8676 -0.9926 -4.0983 0.01 0.21 -0.06
C -1.8689 -0.9072 -3.1216 -0.10 -0.10 -0.18
N -1.7909 0.1078 -2.2907 -0.62 0.37 0.04
C -2.6953 1.1068 -2.3610 -0.32 -0.98 -1.00
C -2.5554 2.1474 -1.3739 1.72 -0.44 1.38
O -1.6144 2.0726 -0.5062 -1.82 0.66 -1.11
H -5.1671 4.0684 -2.4428 -0.07 0.04 0.03
H -4.5536 -0.0061 -4.9731 -0.06 -0.04 -0.06
H -2.8977 -1.8524 -4.7465 -0.03 -0.08 -0.08
H -1.1315 -1.6880 -3.0020 0.09 -0.06 0.12
O 0.6035 1.8701 -2.2289 -0.22 0.48 -0.54
N 1.1979 1.8683 -1.0046 0.67 0.64 -0.19
C 1.2896 2.9320 -0.3134 -0.27 0.22 -0.65
C 1.8738 2.8028 1.0023 0.25 -0.36 0.67
C 2.4370 3.8901 1.6698 -0.06 -0.07 -0.17
C 2.9976 3.7230 2.9210 -0.06 0.05 -0.01
C 2.9606 2.4798 3.5365 0.03 0.03 -0.01
C 2.4094 1.3927 2.8810 0.00 0.08 0.05
C 1.8757 1.5321 1.6027 0.03 0.10 -0.13
P 1.1907 0.0919 0.7053 -0.24 -0.31 1.12
C 0.7300 -0.9593 2.1245 0.39 0.06 0.11
C 1.3779 -2.1075 2.5606 -0.06 0.26 0.13
C 0.8742 -2.8078 3.6437 -0.07 -0.11 0.05
C -0.2690 -2.3747 4.2913 0.02 0.04 0.05
C -0.8986 -1.2075 3.8857 -0.07 0.06 0.01
C -0.4006 -0.5030 2.8083 0.21 0.02 -0.05
C 2.6761 -0.5929 -0.0960 0.06 0.00 0.02
C 2.8474 -1.9637 -0.2656 -0.10 0.09 -0.17
C 4.0145 -2.4581 -0.8233 0.09 0.01 -0.08
C 5.0067 -1.5955 -1.2560 -0.02 0.05 -0.01
C 4.8276 -0.2272 -1.1222 0.11 0.04 -0.01
C 3.6815 0.2701 -0.5312 -0.17 -0.09 0.09
H 0.2096 2.7446 -2.4203 0.19 -0.11 0.21
H 0.9143 3.9035 -0.6399 -0.03 -0.01 -0.18
H 2.4626 4.8531 1.1804 -0.04 0.14 0.00
H 3.4582 4.5605 3.4215 0.01 0.10 0.06
H 3.3664 2.3628 4.5321 0.04 -0.05 0.01
H 2.3880 0.4310 3.3753 -0.01 -0.03 -0.05
H 2.2755 -2.4528 2.0766 0.04 -0.07 -0.05
H 1.3720 -3.7093 3.9633 0.04 -0.14 0.06
H -0.6771 -2.9375 5.1171 -0.01 -0.09 0.08
H -1.7903 -0.8634 4.3890 -0.06 0.00 0.00
H -0.8898 0.4100 2.4819 -0.06 -0.09 0.05
H 2.0605 -2.6523 -0.0153 0.02 -0.13 0.15
H 4.1351 -3.5261 -0.9296 -0.01 -0.09 -0.03
H 5.9093 -1.9793 -1.7071 0.10 -0.06 -0.03
H 5.5872 0.4573 -1.4721 0.06 0.04 -0.01
H 3.5472 1.3338 -0.4205 0.16 0.10 0.02
```
Positions in Å, forces in eV/Å.

Computed properties:
**Molar mass**: 753.25 g/mol
**Total charge**: 0
**Multiplicity**: 5
**Kohn-Sham gap (spin up / spin down)**: 0.2343 / 0.1654 Ha
**Expectation value of S²**: 6.050
**Max |F|**: 0.044 Eh/bohr
**LUMO (spin up / spin down)**: -1.4 / -3.7 eV
**E**: -5194.357957 hartree
**Highest occupied orbital energy (spin up / spin down)**: -7.82 / -8.21 eV

natural (NBO) population analysis, charges in e, atoms 1 to 6: atom 1 (Co): 1.47, atom 2 (O): -1.02, atom 3 (P): 2.57, atom 4 (O): -1.10, atom 5 (O): -1.24, atom 6 (O): -1.10

---

# 3
A structure of composition C28H23Cl2N4O4PbS2. Source: the OMol25 dataset; level of theory: ωB97M-V/def2-TZVPD.

Geometry as XYZ:
```
64
Properties=species:S:1:pos:R:3:forces:R:3
Pb 0.6765 0.3190 -0.2007 -0.26 0.45 0.35
C -2.4417 -0.1578 -3.0720 0.07 0.01 0.03
C -1.6975 -1.2625 -3.4668 0.01 0.03 0.05
C -0.5747 -1.0974 -4.2685 -0.05 0.04 -0.09
C -0.2045 0.1729 -4.6878 -0.03 0.01 0.00
C -0.9502 1.2796 -4.2963 0.02 -0.04 0.07
C -2.0646 1.1161 -3.4840 -0.02 0.01 0.00
H -3.2931 -0.2762 -2.4118 0.02 0.01 -0.02
H -1.9656 -2.2520 -3.1131 0.00 0.04 -0.03
H 0.0327 -1.9536 -4.5321 -0.03 0.02 -0.01
H 0.6852 0.3053 -5.2933 -0.02 -0.01 0.01
H -0.6410 2.2751 -4.5945 -0.02 -0.04 -0.01
H -2.6259 1.9778 -3.1436 0.05 -0.04 0.01
N 3.0968 -0.3627 0.7371 -0.16 0.07 0.14
N 3.5865 0.6691 1.5469 -0.17 0.23 -0.10
C 2.6525 1.4859 2.2493 0.03 0.16 0.28
O 3.1139 2.1069 3.2112 -0.31 -0.22 -0.44
O 1.4568 1.5002 1.7896 0.33 -0.22 -0.04
H 3.0136 -1.2402 1.2370 0.02 -0.12 0.03
H 3.6851 -0.5011 -0.0705 0.03 0.00 -0.21
H 4.4006 0.4653 2.0991 0.12 -0.07 0.16
Cl 2.5420 1.4378 -2.4576 0.06 -0.14 -0.07
C 3.4101 0.1051 -3.1823 0.04 -0.19 -0.06
C 4.4610 0.4722 -4.0079 0.00 0.16 0.00
C 5.2210 -0.4900 -4.6414 0.09 -0.04 -0.06
C 4.9155 -1.8255 -4.4389 -0.04 -0.07 0.02
C 3.8629 -2.1797 -3.6135 -0.06 0.25 0.04
Cl 3.5668 -3.8860 -3.4322 -0.04 0.04 0.03
C 3.0443 -1.2370 -2.9318 0.05 -0.16 -0.06
S 1.7204 -1.7758 -1.9302 0.39 -0.09 -0.11
H 4.6754 1.5253 -4.1483 -0.04 -0.07 0.04
H 6.0451 -0.2042 -5.2833 -0.04 -0.02 0.02
H 5.4911 -2.6052 -4.9213 -0.03 0.01 0.03
O -3.8235 1.4301 0.2204 -0.05 -0.01 -0.09
S -2.4364 1.6846 0.5369 0.01 0.00 0.25
O -1.6408 2.4055 -0.4320 0.03 -0.06 -0.14
N -1.6154 0.3726 0.8783 0.20 -0.27 0.13
C -1.9957 -0.5476 1.8228 -0.02 0.07 -0.16
C -3.1072 -0.4751 2.6484 0.03 0.02 -0.07
C -3.4256 -1.5092 3.5461 0.01 0.02 0.00
C -2.6641 -2.6386 3.6380 -0.03 -0.04 -0.01
C -1.5122 -2.7567 2.8269 0.09 0.06 -0.05
C -0.6896 -3.9042 2.8473 -0.04 -0.01 0.03
C 0.4131 -3.9718 2.0493 0.04 -0.08 0.02
C 0.7258 -2.8689 1.2369 0.06 0.16 -0.10
N -0.0079 -1.7809 1.1886 -0.28 -0.02 0.11
C -1.1491 -1.7092 1.9466 0.11 0.01 -0.03
C -2.4352 2.6646 2.0194 0.00 0.11 0.07
C -1.2312 2.8844 2.6827 -0.12 -0.01 -0.10
C -1.2352 3.6751 3.8230 0.04 0.00 0.01
C -2.4207 4.2363 4.2837 -0.07 -0.01 -0.02
C -3.6152 4.0094 3.6086 0.06 0.00 0.03
C -3.6273 3.2151 2.4690 0.09 0.03 0.06
H -3.7550 0.3880 2.5770 -0.02 -0.10 0.02
H -4.3078 -1.4103 4.1685 0.01 0.04 -0.04
H -2.9321 -3.4469 4.3088 0.05 0.03 -0.02
H -0.9592 -4.7277 3.5003 0.02 0.02 -0.01
H 1.0502 -4.8461 2.0301 -0.01 0.02 0.01
H 1.6026 -2.8902 0.5911 -0.12 0.00 0.03
H -0.3048 2.4442 2.3173 -0.11 0.07 0.11
H -0.3026 3.8507 4.3483 -0.06 -0.02 -0.04
H -2.4149 4.8523 5.1760 0.00 -0.02 -0.03
H -4.5378 4.4484 3.9701 0.03 -0.01 0.00
H -4.5424 3.0151 1.9255 0.04 0.01 0.02
```
Positions in Å, forces in eV/Å.

Computed properties:
**Molar mass**: 821.76 g/mol
**Total charge**: -1
**Kohn-Sham gap**: 0.2680 Ha
**Max |F|**: 0.012 Eh/bohr
**LUMO**: 2.2 eV
**E**: -3510.559624 hartree
**Highest occupied orbital energy**: -5.09 eV

natural (NBO) population analysis, charges in e, atoms 1 to 6: atom 1 (Pb): 1.44, atom 2 (C): -0.17, atom 3 (C): -0.24, atom 4 (C): -0.20, atom 5 (C): -0.23, atom 6 (C): -0.21